No. 1
ORCA calculation (ωB97M-V with the def2-TZVPD basis set) on a single C4H4O molecule.

Cartesian coordinates (Å):
C  -0.313  -1.338  1.600
C  -0.513  -0.284  1.053
C  -0.558  0.540  -0.141
C  0.705  0.678  -0.880
O  -0.256  -0.281  -1.267
H  -0.139  -2.337  1.925
H  -1.373  1.246  -0.288
H  1.607  0.304  -0.393
H  0.840  1.472  -1.609

Properties
Electronic energy, eV: -6256.4997
LUMO energy, eV: 1.09
Relative energy (zero: lowest compared OMol25 entry of this formula, charge and spin), kcal per mole: 66.4
SMILES: C#C[C@H]1CO1
Maximum force, eV Å⁻¹: 0.79

No. 2
ORCA calculation (ωB97M-V with the def2-TZVPD basis set) on a single C28H30N2O6S molecule at a distorted geometry.

Cartesian coordinates (Å):
C  5.216  2.976  2.044
O  4.697  2.516  0.813
C  3.615  1.701  0.764
C  3.063  1.562  -0.504
C  1.959  0.764  -0.774
C  1.398  0.738  -2.163
C  0.584  2.008  -2.458
N  -0.672  2.032  -1.726
C  -0.676  2.638  -0.484
O  0.322  3.184  -0.052
C  -1.951  2.618  0.250
C  -2.038  3.222  1.487
C  -3.244  3.216  2.194
C  -4.354  2.606  1.670
C  -4.300  1.966  0.414
C  -5.410  1.308  -0.155
C  -5.305  0.678  -1.367
C  -4.092  0.676  -2.062
C  -2.991  1.323  -1.545
C  -3.077  1.977  -0.301
C  -1.709  1.283  -2.262
O  -1.551  0.672  -3.300
C  1.413  0.065  0.289
S  -0.004  -1.021  0.151
O  -1.156  -0.305  -0.326
O  -0.156  -1.681  1.422
N  0.449  -2.066  -1.057
C  1.578  -2.923  -0.795
C  1.372  -4.032  0.250
C  -0.048  -4.598  0.321
C  -0.724  -4.842  -1.029
C  -1.464  -3.606  -1.540
C  -0.533  -2.497  -2.027
C  1.946  0.176  1.562
C  3.039  0.983  1.834
O  3.589  1.097  3.083
C  2.954  0.443  4.156
H  5.977  3.708  1.773
H  5.674  2.168  2.618
H  4.445  3.458  2.647
H  3.525  2.127  -1.299
H  0.755  -0.128  -2.301
H  2.217  0.692  -2.884
H  1.148  2.896  -2.168
H  0.338  2.038  -3.522
H  -1.159  3.700  1.894
H  -3.294  3.697  3.160
H  -5.286  2.601  2.217
H  -6.345  1.302  0.388
H  -6.159  0.170  -1.790
H  -3.999  0.167  -3.010
H  1.865  -3.363  -1.754
H  2.398  -2.274  -0.468
H  2.081  -4.833  0.022
H  1.614  -3.639  1.238
H  0.000  -5.537  0.878
H  -0.661  -3.905  0.900
H  0.009  -5.172  -1.768
H  -1.455  -5.647  -0.912
H  -2.116  -3.883  -2.373
H  -2.090  -3.206  -0.740
H  0.010  -2.825  -2.920
H  -1.126  -1.618  -2.286
H  1.467  -0.402  2.334
H  2.977  -0.644  4.035
H  3.527  0.720  5.040
H  1.918  0.774  4.273

Properties
Electronic energy, eV: -55624.1744
LUMO energy, eV: -0.42
Relative energy (zero: lowest compared OMol25 entry of this formula, charge and spin), kcal per mole: 0.0
SMILES: COc1cc(CCN2C(=O)c3cccc4cccc(c34)C2=O)c(S(=O)(=O)N2CCCCCC2)cc1OC
Maximum force, eV Å⁻¹: 1.13